This record from the Open Molecules 2025 dataset describes C17H27N3ORuS4 as an isolated structure. The level of theory is ωB97M-V with the def2-TZVPD basis set.

Geometry (Å):
Ru  -0.3648  0.1425  -0.2388
C  -0.4091  2.7802  -2.1840
C  -0.6230  3.6139  -0.9169
S  -0.6635  2.5367  0.5687
C  -2.4101  2.5724  1.0889
C  -2.6464  1.3379  1.9470
S  -2.2350  -0.2271  1.0970
C  -3.6041  -0.4189  -0.0916
C  -3.2435  -1.5817  -1.0071
S  -1.4854  -1.5812  -1.5189
C  -1.3659  -1.0404  -3.2460
C  -1.7068  0.4270  -3.5009
S  -1.5758  1.4088  -1.9715
H  0.6084  2.3892  -2.2469
H  -0.6194  3.3548  -3.0858
H  -1.5709  4.1500  -0.9529
H  0.1725  4.3432  -0.7757
H  -3.0500  2.5941  0.2076
H  -2.5909  3.4742  1.6737
H  -3.6780  1.2707  2.2956
H  -2.0118  1.3406  2.8351
H  -3.7544  0.5145  -0.6290
H  -4.5098  -0.6512  0.4709
H  -3.8893  -1.6377  -1.8833
H  -3.3506  -2.5247  -0.4699
H  -1.9840  -1.7124  -3.8430
H  -0.3275  -1.2627  -3.4973
H  -2.7396  0.5403  -3.8266
H  -1.0695  0.8622  -4.2700
N  5.5516  -4.1448  -1.9748
C  4.6192  -3.5166  -1.7442
C  3.4566  -2.7358  -1.4442
C  2.4896  -3.2129  -0.5576
C  1.3887  -2.4316  -0.2899
N  1.2045  -1.2250  -0.8528
C  2.1358  -0.7675  -1.7047
C  3.2697  -1.4853  -2.0269
H  2.5959  -4.1817  -0.0895
H  0.6224  -2.7819  0.3900
H  1.9692  0.2091  -2.1443
H  3.9920  -1.0754  -2.7192
C  2.9650  0.8473  3.1508
N  1.8171  -0.0112  3.4629
C  1.7574  -0.5473  4.8330
C  0.8912  -0.2867  2.5981
O  0.9038  0.1448  1.3960
H  3.8595  0.3724  3.5477
H  2.8306  1.8166  3.6291
H  3.0554  0.9669  2.0767
H  1.7427  0.2832  5.5361
H  2.6367  -1.1638  5.0071
H  0.8587  -1.1462  4.9560
H  0.0853  -0.9416  2.9359

The highest occupied orbital energy (spin up / spin down) is -16.55 / -18.67 eV. The charge is +3. The calculation puts the orbital gap (spin up / spin down) at 4.9 / 7.3 eV. As for the spin multiplicity: 2.

Here are the natural (NBO) charges for atoms 1 to 6, given in e: 0.546, -0.533, -0.533, 0.433, -0.535, -0.545

This record from the Open Molecules 2025 dataset describes C17H27N5O3 in the gas phase. The level of theory is ωB97M-V with the def2-TZVPD basis set.

Geometry (Å):
C  -5.1504  -1.8692  2.1064
C  -4.6845  -2.4816  0.7920
C  -3.5421  -1.6954  0.1625
C  -3.0831  -2.3117  -1.1513
N  -1.9997  -1.5575  -1.7559
C  -0.6826  -1.6050  -1.4769
C  -0.1359  -0.5949  -2.2294
C  1.3033  -0.1678  -2.3728
C  1.4386  1.0194  -3.3308
C  2.1226  -1.2948  -3.0270
O  2.3510  -2.4099  -2.1977
C  3.1460  -1.9956  -1.1066
C  2.3845  -1.0163  -0.2472
N  1.8878  0.1247  -1.0307
C  1.4180  1.2248  -0.3614
O  0.6748  2.0451  -0.8612
C  1.8994  1.4239  1.0821
O  1.3023  0.4216  1.9260
N  0.9555  1.0195  3.1517
C  1.0629  2.2801  3.0486
C  0.7337  3.1786  4.1881
C  1.4698  2.7519  1.6793
C  2.5394  3.8331  1.6437
N  -1.1431  -0.0076  -2.9256
N  -2.2629  -0.5884  -2.6309
H  -5.9663  -2.4422  2.5471
H  -4.3347  -1.8351  2.8310
H  -5.5017  -0.8469  1.9558
H  -4.3651  -3.5152  0.9591
H  -5.5214  -2.5284  0.0887
H  -3.8525  -0.6644  -0.0264
H  -2.6955  -1.6491  0.8542
H  -2.7387  -3.3366  -1.0035
H  -3.8936  -2.3263  -1.8789
H  -0.2646  -2.3356  -0.8085
H  1.3278  0.6586  -4.3548
H  0.6861  1.7753  -3.1515
H  2.4317  1.4551  -3.2175
H  1.5763  -1.6433  -3.9015
H  3.0869  -0.8797  -3.3510
H  3.3919  -2.8820  -0.5232
H  4.0770  -1.5463  -1.4780
H  1.5563  -1.5344  0.2426
H  3.0408  -0.6571  0.5418
H  2.9920  1.3235  1.1372
H  -0.0498  3.8822  3.8993
H  0.3986  2.5957  5.0425
H  1.6066  3.7663  4.4781
H  0.5778  3.1096  1.1551
H  2.1875  4.7498  2.1175
H  3.4458  3.5072  2.1586
H  2.7952  4.0726  0.6112

The highest occupied orbital energy is -9.19 eV. The calculation puts the orbital gap at 9.9 eV. As for the structure (SMILES): CCCCn1cc([C@]2(C)COCCN2C(=O)[C@@H]2ON=C(C)[C@H]2C)nn1.

Here are the natural (NBO) charges for atoms 1 to 6, given in e: -0.600, -0.393, -0.403, -0.207, -0.159, -0.102

This record from the Open Molecules 2025 dataset describes C17H27N7O2 in the gas phase. The level of theory is ωB97M-V with the def2-TZVPD basis set.

Geometry (Å):
C  0.5355  1.2176  -4.1491
O  -0.2823  0.1736  -3.6924
C  -1.5999  0.5909  -3.4043
C  -2.4843  -0.6246  -3.1163
C  -1.7696  -1.6818  -2.2681
N  -1.1621  -1.1121  -1.0899
C  -1.5279  -1.4473  0.1614
N  -2.5438  -2.2595  0.3172
C  -2.7217  -2.7120  1.5734
N  -3.6236  -3.5314  2.0559
O  -3.2722  -3.7383  3.3408
N  -2.1628  -3.0701  3.7025
C  -1.7870  -2.4087  2.6358
N  -0.7894  -1.5130  2.4808
C  -0.7151  -0.9648  1.2972
N  0.2354  -0.0098  1.0908
C  1.2562  0.1828  2.1018
C  2.5234  0.6882  1.4118
N  2.2432  1.9319  0.7206
C  3.4255  2.6672  0.3012
C  4.1057  2.1842  -1.0050
C  3.7803  3.2455  -2.0528
C  3.7876  4.5405  -1.2455
C  3.1068  4.1611  0.0705
C  1.2271  1.7142  -0.2877
C  -0.0461  1.2396  0.4117
H  0.5916  2.0305  -3.4132
H  1.5270  0.7965  -4.3035
H  0.1646  1.6310  -5.0947
H  -2.0121  1.1543  -4.2546
H  -1.5862  1.2707  -2.5359
H  -2.7757  -1.0950  -4.0550
H  -3.3848  -0.2815  -2.6068
H  -0.9882  -2.1485  -2.8732
H  -2.4844  -2.4361  -1.9368
H  -0.2796  -0.6484  -1.2298
H  1.4357  -0.7689  2.6000
H  0.9270  0.9135  2.8498
H  3.2895  0.8680  2.1678
H  2.8918  -0.0939  0.7237
H  4.1313  2.5735  1.1309
H  5.1846  2.1386  -0.8547
H  3.7701  1.1899  -1.2961
H  2.7905  3.0733  -2.4789
H  4.5025  3.2581  -2.8681
H  3.2777  5.3566  -1.7557
H  4.8180  4.8456  -1.0576
H  3.4588  4.7714  0.8997
H  2.0290  4.3006  0.0003
H  1.0258  2.6505  -0.8086
H  1.5290  0.9559  -1.0336
H  -0.8724  1.1284  -0.2894
H  -0.3295  1.9944  1.1598

The highest occupied orbital energy is -8.51 eV. The calculation puts the orbital gap at 8.4 eV. As for the structure (SMILES): COCCCNc1nc2nonc2nc1N1CCN(C2CCCC2)CC1.

Here are the natural (NBO) charges for atoms 1 to 6, given in e: -0.244, -0.558, -0.062, -0.419, -0.230, -0.583

This record from the Open Molecules 2025 dataset describes C17H27NO2S in the gas phase. The level of theory is ωB97M-V with the def2-TZVPD basis set.

Geometry (Å):
C  -0.3372  2.1406  -2.2969
C  -0.4590  0.7161  -2.1976
N  -0.6045  0.3324  -0.8593
C  0.0902  0.6544  0.2373
C  -0.6308  0.5394  1.6151
O  -1.7983  0.8464  1.4031
C  -0.0648  1.2956  2.7590
O  -0.0993  0.4624  4.0403
C  -1.5990  0.7032  4.4407
C  -1.5359  0.0082  5.6827
C  -2.3908  -1.0351  5.9313
C  -2.2330  -1.6382  7.1927
C  -1.5623  -1.0776  8.1163
S  -0.7259  0.3935  7.1908
C  1.1972  0.1817  -2.5130
C  1.3507  -1.4534  -2.5223
C  1.7853  -1.8154  -3.8818
C  1.1398  -1.5974  -5.0198
C  0.6404  -0.1677  -5.1470
C  1.5158  0.4412  -4.0437
C  2.7458  -0.4003  -4.1692
H  -0.4865  2.3572  -3.2773
H  -1.3541  2.3610  -1.7395
H  0.3881  2.6700  -1.8848
H  -1.0417  0.2528  -2.6823
H  -0.5753  -0.6019  -0.8042
H  0.2850  1.7308  0.0799
H  1.2761  0.2892  0.3084
H  -0.6474  -0.7470  1.8306
H  -2.1529  0.8015  0.3821
H  -0.2169  2.1968  2.8961
H  1.1211  1.2681  2.6431
H  -1.4437  1.8174  4.6618
H  -2.3756  0.1710  3.6883
H  -2.8588  -1.7534  5.1321
H  -2.6011  -2.6449  7.4704
H  -1.3496  -1.1324  8.9880
H  1.8435  0.4649  -1.8487
H  0.5171  -2.0164  -2.4692
H  2.0685  -1.5961  -1.5855
H  2.7111  -2.6370  -3.8279
H  -0.0130  -2.0863  -4.7621
H  1.1997  -1.8770  -5.9505
H  -0.4411  0.2690  -4.7088
H  0.9215  0.4075  -5.9410
H  1.8939  1.4852  -4.0768
H  3.5723  -0.3020  -3.4229
H  3.3355  -0.6777  -5.0580

The highest occupied orbital energy is -8.52 eV. The calculation puts the orbital gap at 9.2 eV. As for the structure (SMILES): C[C@H](NC[C@H](O)COCc1cccs1)[C@H]1C[C@H]2CC[C@@H]1C2.

Here are the natural (NBO) charges for atoms 1 to 6, given in e: -0.608, 0.044, -0.634, -0.223, 0.159, -0.739

This record from the Open Molecules 2025 dataset describes C17H27O10V as an isolated structure. The level of theory is ωB97M-V with the def2-TZVPD basis set.

Geometry (Å):
O  -0.7209  -0.9831  3.6428
V  0.7554  -1.1216  3.1109
C  0.6044  0.4387  -0.0385
O  0.3197  0.0498  1.2604
H  0.3372  -0.4379  -0.6455
H  0.1009  1.3440  -0.3781
H  1.6782  0.5809  -0.2158
O  -0.2638  -3.0691  2.1183
C  -0.5530  -3.8610  1.2411
O  -0.6067  -5.1538  1.4657
C  -1.1428  -5.8634  0.3792
C  -1.4874  -4.8020  -0.7237
C  -0.7511  -3.5414  -0.2450
H  -2.0354  -6.4429  0.5997
H  -0.4639  -6.5658  -0.1110
H  -2.5644  -4.6498  -0.6407
H  -1.2378  -5.0928  -1.7375
H  -1.3730  -2.6562  -0.0808
H  0.2275  -3.3987  -0.6934
O  2.6645  -1.7325  2.1585
C  3.8762  -1.6284  2.1350
O  4.6293  -2.7079  1.9653
C  6.0225  -2.3266  2.0000
C  6.0382  -0.9097  1.4469
C  4.7014  -0.3498  1.9684
H  6.5953  -3.0633  1.4457
H  6.3530  -2.3597  3.0403
H  5.9449  -0.9586  0.3617
H  6.9112  -0.3363  1.7390
H  4.1610  0.1546  1.1691
H  4.8739  0.2586  2.8519
O  -0.4372  7.6433  0.9161
C  -0.7036  6.5304  0.5278
O  -0.4504  5.5005  1.3506
C  -1.0713  4.2804  0.8599
C  -1.6878  4.6468  -0.4807
C  -1.3165  6.0575  -0.7761
H  -1.8497  3.9867  1.5626
H  -0.4272  3.4040  0.7903
H  -2.7766  4.6136  -0.3985
H  -1.4463  3.9539  -1.2892
H  -2.0707  6.7127  -1.2021
H  -0.4450  6.2473  -1.4209
O  -4.8186  2.5432  -1.6415
C  -4.1646  1.7158  -2.1910
O  -4.4705  1.1645  -3.3709
C  -3.6206  0.0638  -3.7227
C  -2.4804  0.0615  -2.7158
C  -2.9226  1.0382  -1.6241
H  -3.2624  0.1995  -4.7387
H  -4.2123  -0.8469  -3.6407
H  -1.5100  0.3800  -3.1109
H  -2.1891  -0.8803  -2.2463
H  -2.1524  1.7329  -1.2952
H  -3.1089  0.4364  -0.7321

The highest occupied orbital energy (spin up / spin down) is -11.49 / -11.49 eV. The charge is +1. The calculation puts the orbital gap (spin up / spin down) at 6.2 / 6.2 eV. As for the spin multiplicity: 2.

Here are the natural (NBO) charges for atoms 1 to 6, given in e: -0.367, 1.717, -0.228, -0.779, 0.165, 0.176

This record from the Open Molecules 2025 dataset describes C17H28BrF8IrNO8S2Si as an isolated structure. The level of theory is ωB97M-V with the def2-TZVPD basis set.

Geometry (Å):
Ir  0.2949  -1.9827  -2.5001
O  2.3014  -5.2475  -1.6378
C  1.9034  -4.1281  -1.8261
O  0.8705  -3.8514  -2.5846
C  2.5792  -2.8705  -1.1957
O  3.6161  -2.9355  -0.5870
O  1.9409  -1.7495  -1.3957
F  -2.5695  1.5695  -5.2243
C  -3.1123  0.4399  -4.7731
F  -4.4402  0.5610  -4.7917
F  -2.7604  -0.5621  -5.5731
S  -2.5358  0.1258  -3.0575
O  -1.1027  -0.0540  -3.2207
O  -3.0273  1.2300  -2.3011
N  -3.2810  -1.2048  -2.6644
S  -2.5741  -2.6051  -2.7233
O  -2.3023  -3.1614  -1.4301
O  -1.4949  -2.6946  -3.7044
C  -3.9292  -3.6243  -3.4228
F  -3.4838  -4.8621  -3.5960
F  -4.3328  -3.1372  -4.5943
F  -4.9549  -3.6372  -2.5799
F  1.5944  -0.0981  -4.0259
C  1.3631  -1.4465  -4.0671
F  0.7185  -1.6922  -5.2460
H  2.3286  -1.9501  -4.0871
C  2.0587  1.8733  -0.5410
C  1.2943  2.3615  0.7017
C  2.2780  3.0858  1.6357
C  0.2650  3.3874  0.2032
Si  0.4226  0.9212  1.6205
Br  -0.5932  -0.2587  -0.0281
C  1.6171  -0.3035  2.4843
C  2.0201  0.2253  3.8702
C  2.8988  -0.5190  1.6629
C  0.9802  -1.6951  2.6411
C  -1.0477  1.4743  2.7316
C  -2.2564  1.9795  1.9215
C  -1.5602  0.2796  3.5527
C  -0.6169  2.5939  3.6930
H  2.4915  2.7477  -1.0422
H  1.4053  1.3741  -1.2566
H  2.8724  1.1917  -0.3047
H  2.7209  3.9324  1.0969
H  3.0983  2.4419  1.9580
H  1.7909  3.4855  2.5286
H  0.7811  4.1248  -0.4226
H  -0.2070  3.9315  1.0236
H  -0.5156  2.9267  -0.4077
H  2.4675  1.2233  3.8210
H  2.7724  -0.4492  4.2958
H  1.1834  0.2629  4.5695
H  3.5170  0.3787  1.6060
H  2.6890  -0.8720  0.6514
H  3.4969  -1.2971  2.1506
H  0.0492  -1.6839  3.2094
H  1.6883  -2.3448  3.1680
H  0.7788  -2.1490  1.6712
H  -2.6206  1.2342  1.2138
H  -2.0488  2.8922  1.3678
H  -3.0710  2.1997  2.6225
H  -1.8592  -0.5528  2.9105
H  -2.4454  0.5957  4.1176
H  -0.8270  -0.0869  4.2724
H  -0.3641  3.5137  3.1604
H  0.2376  2.3152  4.3132
H  -1.4517  2.8270  4.3658

The highest occupied orbital energy is -6.30 eV. The charge is -1. The calculation puts the orbital gap at 8.7 eV.

Here are the natural (NBO) charges for atoms 1 to 6, given in e: 1.116, -0.576, 0.652, -0.647, 0.654, -0.592

Number 1: E -70480.4014 eV. Number 2: E -31658.3103 eV. Number 3: E -32590.2585 eV. Number 4: E -34470.9663 eV. Number 5: E -64220.6494 eV. Number 6: E -160126.9158 eV.